1.
# C22H31N3O3

A cluster of 2 separate species, C22H31N3O3 in total at a distorted geometry (ωB97M-V/def2-TZVPD, OMol25).

Its gap between HOMO and LUMO is 8.787 eV. The electronic energy comes out at -33930.937 eV. Its SMILES is CNC(=O)[C@H](CC(C)C)NC(C)=O.NCc1ccccc1Oc1ccccc1. The largest force on an atom comes out at 0.0234 Eh/bohr. The value obtained for the energy relative to the best compared isomer or geometry (same formula, charge and spin) is 48.3 kcal/mol. As for the lowest unoccupied orbital energy: 0.0189 Eh.

Geometry (Å):
O: 1.2920 -1.4143 -0.8868
O: 1.0165 1.7654 -0.1794
O: -1.7062 3.7837 2.8242
N: -1.4170 1.5627 2.4962
N: 1.7581 -1.0478 2.4315
N: 0.6270 3.3587 1.3399
C: 0.2928 2.2376 0.6922
C: -2.0404 1.6840 -1.3186
C: 2.6808 -2.8598 -4.0257
C: 1.8573 4.1139 1.1175
C: 2.0974 -2.8070 -2.7548
C: 2.7862 -0.4417 -4.0746
C: -0.7587 -4.5217 1.0058
C: 1.0287 -2.8681 0.9970
C: 1.8351 -1.5686 -2.1383
C: -2.2205 1.9103 0.1956
C: 2.2128 -2.2173 1.6688
C: 0.6329 -2.4580 -0.2886
C: 0.3262 -3.9025 1.6369
C: 3.0240 -1.6762 -4.6860
C: -2.0676 2.3628 4.6815
C: -1.8824 0.2046 -1.6700
C: -3.2666 2.2125 -2.0647
C: -1.1571 -4.1079 -0.2680
C: -1.7119 2.6324 3.2386
C: 2.1953 -0.3961 -2.8081
C: -1.0157 1.5045 1.0746
C: -0.4655 -3.0762 -0.9077
H: -1.8101 0.0876 -2.7508
H: -3.3932 3.2736 -1.8512
H: 2.7156 3.4443 1.1953
H: -0.7792 -2.7375 -1.8902
H: 1.1328 -1.3272 3.1836
H: -3.1254 2.0896 -3.1380
H: 2.9519 -1.9101 0.9203
H: -1.2018 1.9511 5.1960
H: -2.3602 3.3000 5.1533
H: -2.0042 -4.5804 -0.7572
H: 2.5472 -0.5071 2.7830
H: 1.9487 4.9075 1.8598
H: 3.0573 0.4820 -4.5770
H: -1.4518 0.6749 2.9692
H: -2.7270 -0.3713 -1.2938
H: -0.8072 0.4531 0.8721
H: 0.6263 -4.2288 2.6280
H: 3.4800 -1.7148 -5.6706
H: -2.4167 2.9711 0.3573
H: -2.8982 1.6612 4.7248
H: -0.9600 -0.1707 -1.2341
H: -4.1609 1.6735 -1.7532
H: 2.7070 -2.9352 2.3320
H: 1.8607 -3.7347 -2.2452
H: 2.0084 0.5571 -2.3208
H: -0.0527 3.7266 1.9962
H: -3.0993 1.3548 0.5254
H: 2.8752 -3.8201 -4.4940
H: -1.2927 -5.3233 1.5072
H: 1.8452 4.5514 0.1179
H: -1.1693 2.2322 -1.6741

Cartesian forces (eV/Å) of the 6 atoms listed first:
0.1 -0.1 0.1
-0.4 -0.1 0.0
0.1 0.3 -0.3
0.6 -0.8 -0.4
0.0 0.3 -0.3
-0.4 0.7 0.9



2.
# C3H7CuO2

A structure of composition C3H7CuO2 at a distorted geometry (ωB97M-V/def2-TZVPD, OMol25).

Its gap between HOMO and LUMO (alpha / beta) is 6.166 / 7.763 eV. The electronic energy comes out at -51951.974 eV. The multiplicity is 3. The largest force on an atom comes out at 0.1188 Eh/bohr. The value obtained for the energy relative to the best compared isomer or geometry (same formula, charge and spin) is 48.7 kcal/mol. As for the lowest unoccupied orbital energy (alpha / beta): -0.0141 / -0.0195 Eh. As for the expectation value of S²: 2.0067.

Geometry (Å):
Cu: 1.2352 0.3137 -1.4256
O: 2.5284 0.3596 -0.0679
O: -0.4358 0.4055 -0.2226
C: 0.7617 -1.3844 0.7229
C: -0.3489 -0.6534 0.6656
C: -1.7488 0.7899 -0.6175
H: 2.5416 1.0620 0.5863
H: 1.9754 -0.7543 1.0722
H: -2.0551 0.2512 -1.5254
H: -2.4606 0.5984 0.1965
H: -1.7073 1.8617 -0.8386
H: 0.8513 -2.2239 0.0279
H: -1.1371 -0.6262 1.4262

Cartesian forces (eV/Å) of the 6 atoms listed first:
0.2 0.2 0.3
1.1 0.1 0.1
-0.4 0.6 -0.8
6.0 -1.0 0.9
-4.0 1.6 0.9
-0.2 0.3 0.0



3.
# C5H6O2

An isolated molecule of C5H6O2 (ωB97M-V/def2-TZVPD, OMol25).

Its gap between HOMO and LUMO is 10.343 eV. The electronic energy comes out at -9375.116 eV. Its SMILES is CC=C=COC=O. The largest force on an atom comes out at 0.0114 Eh/bohr. The value obtained for the energy relative to the best compared isomer or geometry (same formula, charge and spin) is 45.6 kcal/mol. As for the lowest unoccupied orbital energy: 0.0360 Eh.

Geometry (Å):
O: -0.2737 1.5728 -1.6958
O: -0.1512 1.7335 0.5845
C: -0.4618 -1.2186 0.4048
C: -0.1305 0.1813 -1.7592
C: -0.3040 -0.6140 -0.7393
C: -0.2723 2.2108 -0.5089
C: 0.6329 -1.3535 1.4237
H: 0.7831 -2.3980 1.7144
H: 0.3548 -0.7874 2.3207
H: -0.3987 3.2841 -0.7010
H: -1.4619 -1.5469 0.6835
H: 0.1101 -0.1192 -2.7729
H: 1.5733 -0.9449 1.0456

Cartesian forces (eV/Å) of the 6 atoms listed first:
0.0 0.1 0.1
0.0 0.3 -0.5
0.0 0.0 -0.2
0.0 -0.3 0.1
0.0 0.1 0.1
0.0 0.0 0.3



4.
# C18H21FeN3Si2Te

A structure of composition C18H21FeN3Si2Te at a distorted geometry (ωB97M-V/def2-TZVPD, OMol25).

Its gap between HOMO and LUMO (alpha / beta) is 4.961 / 6.108 eV. The electronic energy comes out at -80914.149 eV. The multiplicity is 5. The largest force on an atom comes out at 0.0208 Eh/bohr. As for the net charge: -2. As for the lowest unoccupied orbital energy (alpha / beta): 0.1629 / 0.1627 Eh. As for the expectation value of S²: 6.0257.

Geometry (Å):
Te: -0.7172 -0.4258 2.3421
Fe: -0.5404 0.7033 0.0493
Si: -1.3055 -1.1457 -1.3766
Si: 1.6731 0.5350 -1.0450
N: -1.6032 2.4052 -0.5076
N: -2.8049 4.3181 -1.4514
N: -5.2034 4.7838 -1.8066
C: 2.6114 -1.4630 -2.9344
C: 2.5416 -2.5564 -3.7831
C: -4.0903 4.5052 -1.6183
C: -0.4979 0.5048 4.2351
C: 1.3316 -3.2243 -3.9344
C: 2.4386 1.8179 -2.2385
C: -0.6065 0.2963 6.6532
C: -2.5695 -0.9087 -2.7895
C: -0.0987 2.4205 5.6749
C: 0.2231 -2.7882 -3.2264
C: 3.1998 0.0347 -0.0099
C: -1.8738 -2.8127 -0.6318
C: -0.1931 1.8577 4.4085
C: 1.5021 -1.0053 -2.2070
C: -0.3047 1.6436 6.8085
C: 0.2743 -1.6926 -2.3519
C: -0.7011 -0.2631 5.3852
C: -2.2361 3.2718 -0.9589
H: 2.7289 2.7241 -1.6969
H: -2.8369 -2.7039 -0.1235
H: -1.9790 -3.5823 -1.4066
H: 3.4221 -2.8888 -4.3249
H: -0.2310 2.0814 7.7976
H: -0.7749 -0.3247 7.5272
H: 3.5127 0.8565 0.6429
H: -2.2918 -0.0645 -3.4268
H: 3.3327 1.4128 -2.7255
H: 4.0493 -0.2327 -0.6496
H: 2.9643 -0.8196 0.6295
H: 3.5627 -0.9454 -2.8347
H: -0.9410 -1.3146 5.2755
H: -0.0311 2.4777 3.5344
H: 1.7304 2.1156 -3.0163
H: 0.1354 3.4748 5.7768
H: -2.6184 -1.8067 -3.4168
H: -3.5716 -0.7085 -2.3985
H: -1.1525 -3.1663 0.1097
H: -0.7166 -3.3197 -3.3568
H: 1.2566 -4.0773 -4.6022

Cartesian forces (eV/Å) of the 6 atoms listed first:
-0.3 -0.7 0.5
0.0 0.9 -0.5
0.3 -0.3 0.0
0.2 -0.4 -0.2
-0.1 -0.1 0.1
0.2 0.2 -0.1